1.
C7H12O2 | ωB97M-V with the def2-TZVPD basis set

XYZ file:
```
21
Properties=species:S:1:pos:R:3:forces:R:3
C 0.18514 -0.62018 0.87968 1.21 -3.73 2.58
C 0.74769 -1.63764 -1.32904 -0.32 0.06 -0.05
C 1.93901 1.80713 0.12321 -0.12 0.15 0.01
C 0.91147 -0.47240 -0.39346 -0.31 0.34 -0.37
C -2.04560 0.01792 -0.14089 -0.69 -2.45 1.28
C 1.67959 0.58549 -0.69696 -0.39 -0.04 0.16
C -3.18589 0.42317 0.41847 0.12 0.46 -0.01
O -0.47680 -1.67886 1.18959 2.52 1.95 -0.09
O 0.57758 0.16668 1.88564 -0.31 0.31 -0.63
H -1.54251 -1.02362 0.54022 -1.77 3.48 -2.84
H 0.19304 -0.19214 2.70131 -0.18 -0.07 -0.17
H -1.87897 0.28161 -1.18561 0.08 -0.36 -0.01
H 2.13063 0.58014 -1.68403 0.15 -0.17 0.05
H 1.12201 -2.55575 -0.87647 0.07 0.01 -0.02
H 1.25246 -1.45114 -2.27600 0.09 -0.01 0.08
H -0.30896 -1.81051 -1.53955 -0.01 0.01 0.02
H 1.01551 2.19497 0.55533 0.07 0.01 0.01
H 2.39315 2.58661 -0.48684 0.01 -0.04 0.02
H 2.60859 1.58468 0.95666 0.00 0.01 -0.04
H -3.97998 0.92218 -0.12836 0.10 0.46 0.12
H -3.33715 0.29165 1.48709 -0.34 -0.39 -0.12
```
Forces are in eV/Å.

Calculated values
Frontier orbital gap ... 8.608 eV
Strongest force on any atom ... 4.829 eV/Å
Energy above the lowest of the compared OMol25 structures with the same formula, charge and spin ... 3.245 eV

***

2.
C7H12O2 | ωB97M-V with the def2-TZVPD basis set

XYZ file:
```
21
Properties=species:S:1:pos:R:3:forces:R:3
C 3.00218 -0.55046 -0.47733 -0.71 -2.97 -3.86
C 0.55867 -1.89286 1.64577 1.13 1.77 -1.65
C 0.64035 -0.69767 0.85593 -0.35 -0.06 -0.76
C 0.56150 1.53685 -0.35941 -1.85 -1.57 0.08
C -1.57360 0.60622 0.38399 0.55 -0.19 -0.63
C -0.38219 -0.62345 -1.35574 0.94 -2.57 1.06
C -0.13808 0.14085 -0.08380 -1.03 2.47 -0.23
O 2.97148 -1.04589 -1.58625 -0.09 1.39 2.94
O 1.04325 -0.60882 2.14479 -0.25 0.36 0.65
H 3.81121 0.02470 -0.13970 1.71 1.48 0.75
H -0.36526 -2.20954 1.90767 -2.85 -0.75 1.57
H 1.25923 -2.65239 1.53104 1.49 -1.11 -0.06
H 0.36341 2.03534 0.55266 1.16 0.88 1.19
H 0.02947 2.17605 -1.05881 -0.24 -0.48 -0.56
H 1.53308 1.36244 -0.71894 1.52 0.39 0.07
H -1.98279 1.32285 -0.35266 0.43 -0.08 0.36
H -2.26530 -0.21366 0.32690 -0.35 -0.58 0.53
H -1.52976 1.07132 1.35503 -0.22 0.05 0.42
H 0.54290 -0.81107 -1.91237 -0.25 0.37 -0.13
H -1.11920 -0.07149 -1.92016 -0.31 -0.51 -0.42
H -0.64221 -1.69030 -0.95880 -0.43 1.69 -1.32
```
Forces are in eV/Å.

Calculated values
Frontier orbital gap (spin up / spin down) ... 7.194 / 10.188 eV
Strongest force on any atom ... 4.918 eV/Å
Energy above the lowest of the compared OMol25 structures with the same formula, charge and spin ... 0.586 eV
2S+1 ... 3

***

3.
C7H12O3 | ωB97M-V with the def2-TZVPD basis set

XYZ file:
```
22
Properties=species:S:1:pos:R:3:forces:R:3
C 1.47290 0.99209 -1.04115 -0.10 0.08 -0.13
C 1.29430 0.22524 0.27339 0.10 -0.34 -0.18
O 1.96237 0.90260 1.33038 -0.22 0.13 0.12
C -0.17751 0.16407 0.71693 -0.59 0.41 0.71
C -1.04169 -0.81326 -0.05711 -1.66 -1.88 -1.05
C -1.48929 -0.33637 -1.40257 0.38 2.27 -0.87
O -2.29241 0.57666 -1.57260 0.83 -1.45 0.40
C 1.84449 -1.14567 0.13600 0.54 -1.02 -0.13
C 2.29690 -2.26266 0.02287 -0.16 0.74 0.23
H 2.53506 1.22152 -1.20361 -0.24 -0.10 0.00
H 0.90559 1.93137 -0.99477 0.19 -0.21 -0.02
H 1.12226 0.40308 -1.89809 0.08 0.16 0.19
H 2.85909 1.12028 1.05682 0.02 -0.08 -0.08
H -0.57573 1.18449 0.62129 0.03 -0.30 0.16
H -0.19696 -0.08926 1.78546 0.07 0.07 -0.30
H -0.53103 -1.77706 -0.21779 0.15 0.40 0.15
H -2.08570 -1.16815 0.24650 1.37 0.87 1.14
H -0.92722 -0.74200 -2.26844 -0.49 -0.18 -0.16
H 2.74109 -3.24215 -0.00514 -0.24 0.41 -0.08
O -3.10177 1.17627 1.79520 0.22 0.59 -2.37
H -3.05314 1.34063 0.78508 -0.20 -0.56 2.38
H -3.56160 0.33827 1.89135 -0.07 -0.03 -0.12
```
Forces are in eV/Å.

Calculated values
Frontier orbital gap ... 10.747 eV
Strongest force on any atom ... 2.719 eV/Å
Energy above the lowest of the compared OMol25 structures with the same formula, charge and spin ... 2.762 eV

***

- Which value of strongest force on any atom does entry 1 give?
  4.829 eV/Å